(1)
ORCA calculation (ωB97M-V/def2-TZVPD) on a 6-piece molecular cluster, C29H42B3N6O5P overall.

Charge   0
SMILES   CC(C)C[PH](B(N)O)(B(O)O)B(O)O.c1ccncc1.c1ccncc1.c1ccncc1.c1ccncc1.c1ccncc1

Each line ends with the Mulliken charge.
Atoms and positions in Å:
C: -2.9987 2.1824 1.3209  -1.37
C: -2.6124 2.2573 -0.2027  0.99
C: -2.9316 3.7067 -0.7086  -1.57
C: -1.0816 1.9468 -0.2781  -1.42
P: -0.6985 0.0424 -0.0131  0.28
B: -0.4898 -1.8842 0.1847  0.52
N: -0.4526 -2.6556 1.4367  -0.59
O: -0.3857 -2.6563 -1.0442  -0.57
B: 0.3176 0.0241 -1.6829  0.66
O: -0.2556 0.3558 -2.9329  -0.58
O: 1.7063 -0.2907 -1.6972  -0.20
B: 0.3101 0.4806 1.5680  0.93
O: -0.1530 0.2570 2.8843  -0.63
O: 1.5891 1.1040 1.4385  -0.15
H: -2.9058 1.1596 1.7289  0.20
H: -4.0242 2.5828 1.4096  0.39
H: -2.3026 2.8345 1.8802  0.44
H: -3.2285 1.5517 -0.7840  0.16
H: -4.0121 3.8038 -0.9107  0.35
H: -2.6101 4.4424 0.0498  0.34
H: -2.3210 3.9020 -1.6118  0.37
H: -0.6078 2.5284 0.5508  0.16
H: -0.6621 2.3379 -1.2318  0.52
H: -2.1518 -0.1585 -0.0329  -0.86
H: 0.4662 -2.9939 1.6924  0.22
H: -0.9191 -2.1938 2.2068  0.23
H: -1.2683 -2.6109 -1.4188  0.29
H: -0.5186 -0.4345 -3.4032  0.30
H: 1.8413 -1.2114 -1.4654  0.24
H: 0.2577 0.8895 3.4780  0.27
H: 1.5382 1.9975 1.7808  0.18
N: 3.9571 0.6563 -5.6696  -0.55
C: 5.2610 0.5969 -5.9584  -0.31
C: 6.2411 0.2616 -5.0382  -0.29
C: 5.8505 -0.0259 -3.7396  -0.57
C: 4.5040 0.0310 -3.4149  -0.30
C: 3.6029 0.3730 -4.4112  -0.34
H: 5.5183 0.8328 -6.9851  0.38
H: 7.2823 0.2269 -5.3302  0.39
H: 6.5864 -0.2909 -2.9897  0.39
H: 4.1601 -0.1852 -2.4129  0.52
H: 2.5399 0.4260 -4.2044  0.65
N: 6.8454 4.7250 -0.1288  -0.57
C: 6.9818 4.2186 -1.3587  -0.32
C: 6.1207 3.2819 -1.9084  -0.32
C: 5.0573 2.8397 -1.1390  -0.07
C: 4.8952 3.3487 0.1399  -0.34
C: 5.8108 4.2846 0.5936  -0.40
H: 7.8301 4.5929 -1.9208  0.35
H: 6.2784 2.9083 -2.9118  0.40
H: 4.3618 2.1074 -1.5306  0.43
H: 4.0764 3.0263 0.7704  0.45
H: 5.7237 4.7141 1.5860  0.38
N: 3.7221 -0.3048 5.0653  -0.58
C: 3.5357 -0.3311 3.7420  -0.32
C: 4.3350 0.3472 2.8359  -0.28
C: 5.3886 1.1013 3.3269  -0.34
C: 5.6014 1.1454 4.6963  -0.43
C: 4.7458 0.4277 5.5161  -0.24
H: 2.6972 -0.9306 3.4051  0.52
H: 4.1364 0.2879 1.7746  0.45
H: 6.0359 1.6479 2.6510  0.47
H: 6.4129 1.7232 5.1180  0.37
H: 4.8745 0.4290 6.5928  0.36
N: -5.5273 0.6148 -0.4311  -0.10
C: -5.4571 -0.5738 0.1771  -0.34
C: -6.5015 -1.4833 0.2242  -0.51
C: -7.6940 -1.1391 -0.3935  -0.39
C: -7.7929 0.0891 -1.0296  -0.60
C: -6.6866 0.9230 -1.0206  -0.22
H: -4.5045 -0.7951 0.6483  0.41
H: -6.3839 -2.4363 0.7317  0.69
H: -8.5365 -1.8204 -0.3792  0.40
H: -8.7073 0.3927 -1.5218  0.38
H: -6.7148 1.8918 -1.5078  0.37
N: -6.1390 -4.5483 1.2851  -0.36
C: -6.1764 -5.2232 0.1319  -0.06
C: -5.9788 -6.5902 0.0315  -0.69
C: -5.7233 -7.3027 1.1922  -0.11
C: -5.6777 -6.6246 2.3999  -0.57
C: -5.8926 -5.2565 2.3919  -0.26
H: -6.3762 -4.6222 -0.7493  0.40
H: -6.0231 -7.0839 -0.9298  0.36
H: -5.5618 -8.3730 1.1562  0.37
H: -5.4804 -7.1456 3.3269  0.37
H: -5.8701 -4.6835 3.3121  0.40



(2)
ORCA calculation (ωB97M-V/def2-TZVPD) on a 2-piece molecular cluster, C21H19N3 overall.

Relative energy (zero: lowest compared OMol25 entry of this formula, charge and spin)   2.276 eV
Charge   0

Each line ends with the Mulliken charge.
Atoms and positions in Å:
C: -5.5262 -1.0160 3.2942  -1.37
C: -4.1279 -0.4664 3.3226  1.11
C: -3.9087 0.9058 3.1302  -0.62
C: -2.6267 1.4193 3.0835  -0.51
C: -1.4706 0.5838 3.2286  0.71
C: -0.2032 1.1622 2.9566  -0.63
C: 1.0839 0.5671 3.0114  0.81
C: 2.2161 1.3969 3.2899  -0.67
C: 3.4958 0.8820 3.3767  -0.61
C: 3.7238 -0.4981 3.2497  1.07
C: 5.1187 -1.0422 3.3485  -1.39
C: 2.6244 -1.3348 3.0025  -0.75
C: 1.3489 -0.8182 2.7893  -0.59
C: -1.7253 -0.7656 3.6329  -0.57
C: -3.0115 -1.2948 3.5329  -0.76
H: -5.5134 -2.1094 3.2732  0.36
H: -6.1053 -0.6971 4.1716  0.31
H: -6.0640 -0.6558 2.4079  0.36
H: -4.7689 1.5699 3.0153  0.38
H: -2.4689 2.4874 2.9197  0.36
H: -0.2199 2.2307 2.7591  0.07
H: 2.0460 2.4615 3.4540  0.36
H: 4.3446 1.5363 3.5856  0.37
H: 5.1108 -2.1356 3.3913  0.35
H: 5.7169 -0.7430 2.4768  0.31
H: 5.6375 -0.6585 4.2359  0.35
H: 2.7858 -2.4152 2.9990  0.28
H: 0.5316 -1.4472 2.4399  0.73
H: -0.8994 -1.3669 4.0131  0.75
H: -3.1810 -2.3675 3.6420  0.31
C: -2.9561 3.8700 -1.5767  -0.51
C: -2.3045 3.3077 -0.4784  -0.34
C: -1.0663 2.6985 -0.7113  0.39
C: -0.5014 2.6653 -2.0284  0.41
C: -1.1678 3.2268 -3.1154  -0.62
C: -2.4037 3.8277 -2.8672  -0.41
N: 0.7099 2.0095 -1.9294  -0.71
N: 0.8581 1.6688 -0.6354  -0.50
N: -0.1728 2.0558 0.1354  0.12
H: -3.9190 4.3543 -1.4209  0.34
H: -2.6792 3.3029 0.5446  0.21
H: -0.7153 3.1775 -4.0995  0.40
H: -2.9640 4.2767 -3.6805  0.34



| no. | gap between HOMO and LUMO (eV) |
| --- | --- |
| 1 | 6.91 |
| 2 | 3.95 |